Density functional theory data (ωB97M-V with the def2-TZVPD basis set) for a 4-piece molecular cluster, C22H41N7O6P overall in a non-equilibrium geometry.

Computed properties:
highest occupied orbital energy = -10.8 eV
frontier orbital gap = 8.261 eV
net charge = +1

Last column: Löwdin charge in e.
CARTESIAN COORDINATES (ANGSTROEM)
N (3.68766, 0.50691, 1.22296)  -0.07
P (3.71990, 1.07096, -0.18564)  0.48
O (4.91553, 0.69440, -1.16718)  -0.12
O (3.78948, 2.66390, -0.25908)  -0.13
N (2.41874, 0.71786, -1.30295)  -0.01
C (2.09634, 1.57998, -2.27962)  -0.06
N (1.11897, 1.05481, -2.99680)  0.13
C (0.79259, -0.18673, -2.48995)  0.02
C (1.60012, -0.41651, -1.41553)  -0.17
C (1.71513, -1.57059, -0.48802)  -0.14
C (0.82898, -2.77822, -0.81303)  -0.15
C (-0.68140, -2.51304, -0.90580)  -0.24
N (-1.09621, -1.43387, -0.02122)  -0.02
C (-2.55754, -1.34428, 0.18084)  -0.15
C (-3.16415, -0.12886, -0.46579)  -0.17
C (-3.74995, -0.17088, -1.72687)  -0.05
C (-4.30523, 0.95871, -2.29969)  -0.10
C (-4.29409, 2.15547, -1.60131)  -0.08
C (-3.72319, 2.21517, -0.33781)  -0.01
C (-3.16469, 1.08399, 0.22284)  -0.30
O (-2.59620, 1.12781, 1.47332)  0.03
H (2.89570, -0.04734, 1.54921)  -0.03
H (5.74031, 0.98827, -0.74651)  0.10
H (3.37830, 2.99021, 0.55881)  0.10
H (2.56292, 2.53425, -2.45240)  0.14
H (0.69265, 1.49619, -3.79717)  0.18
H (0.02132, -0.80475, -2.91097)  0.13
H (2.75771, -1.89505, -0.45704)  0.13
H (1.45211, -1.22496, 0.51288)  0.08
H (0.99016, -3.48884, -0.00209)  0.11
H (1.17689, -3.25744, -1.73202)  0.12
H (-0.99087, -2.36451, -1.95312)  0.10
H (-1.20542, -3.41313, -0.58258)  0.12
H (-0.83064, -0.55052, -0.43916)  0.09
H (-2.80269, -1.33133, 1.23940)  0.10
H (-3.04505, -2.22091, -0.25461)  0.12
H (-3.77834, -1.11110, -2.26617)  0.11
H (-4.74964, 0.89707, -3.28469)  0.10
H (-4.72889, 3.04985, -2.02837)  0.10
H (-3.71483, 3.13748, 0.22987)  0.12
H (-3.29912, 1.06672, 2.13499)  0.10
C (1.19123, -0.85414, 3.65638)  -0.29
O (1.49420, -0.79047, 2.46935)  -0.05
N (1.46676, -1.89657, 4.44102)  -0.18
C (1.08363, -1.93167, 5.84124)  -0.04
C (2.17406, -3.03289, 3.87026)  -0.02
H (0.65482, -0.04101, 4.16473)  0.15
H (1.96543, -2.03092, 6.47498)  0.09
H (0.41656, -2.77270, 6.03305)  0.09
H (0.56784, -1.01009, 6.10047)  0.09
H (3.14504, -2.72174, 3.48503)  0.10
H (1.60140, -3.46043, 3.04703)  0.09
H (2.31483, -3.78536, 4.64088)  0.09
C (-5.88805, -0.85911, 1.61904)  -0.33
O (-4.88155, -0.72591, 2.30005)  0.00
N (-6.89484, -1.69036, 1.91736)  -0.19
C (-8.06810, -1.81436, 1.07421)  -0.05
C (-6.80115, -2.48909, 3.13002)  -0.03
H (-6.04503, -0.29468, 0.68452)  0.14
H (-8.96900, -1.54443, 1.62702)  0.09
H (-8.17529, -2.83799, 0.71198)  0.09
H (-7.97227, -1.14946, 0.21838)  0.08
H (-6.71290, -1.84512, 4.00456)  0.09
H (-5.92198, -3.13222, 3.09616)  0.09
H (-7.69441, -3.10117, 3.21976)  0.09
C (7.14307, 3.84678, -4.89551)  -0.35
O (8.01611, 4.65307, -5.12039)  0.04
N (6.41056, 3.82305, -3.75625)  -0.20
C (5.37748, 2.84269, -3.52426)  -0.07
C (6.68470, 4.82679, -2.74061)  -0.04
H (6.86515, 3.04991, -5.60770)  0.13
H (4.41402, 3.34821, -3.38903)  0.08
H (5.59060, 2.25424, -2.63516)  0.06
H (5.30624, 2.17346, -4.38048)  0.09
H (6.53356, 5.82901, -3.14124)  0.10
H (7.71849, 4.75737, -2.40217)  0.10
H (6.01543, 4.67019, -1.89669)  0.08

***

Density functional theory data (ωB97M-V with the def2-TZVPD basis set) for a 5-piece molecular cluster, C22H41NO7P overall in a non-equilibrium geometry.

Computed properties:
highest occupied orbital energy = -11.0 eV
frontier orbital gap = 6.802 eV
net charge = +1

Last column: Löwdin charge in e.
CARTESIAN COORDINATES (ANGSTROEM)
O (-0.06890, 0.69166, -6.42063)  -0.23
P (0.90698, 0.09942, -5.53320)  0.46
O (0.41571, -1.40889, -5.17826)  -0.10
O (2.39522, 0.00655, -6.15194)  -0.10
C (0.95748, 1.01145, -3.90492)  -0.09
C (1.01120, 0.01366, -2.75966)  -0.25
C (0.02418, -0.10771, -1.83539)  0.04
C (0.15923, -1.07797, -0.85523)  0.03
C (1.26627, -1.89496, -0.84113)  -0.01
C (2.23755, -1.72248, -1.76526)  -0.02
N (2.08709, -0.78164, -2.70308)  0.14
H (1.13607, -2.05176, -5.21897)  0.08
H (2.90821, -0.72042, -5.77468)  0.07
H (1.82051, 1.68156, -3.84762)  0.12
H (0.03372, 1.58211, -3.80904)  0.11
H (-0.85012, 0.52779, -1.87850)  0.15
H (-0.64033, -1.15526, -0.12785)  0.13
H (1.40048, -2.67892, -0.10741)  0.14
H (3.12914, -2.33450, -1.79546)  0.15
H (2.82150, -0.67259, -3.39002)  0.17
C (-2.58720, 1.19152, 3.49840)  -0.16
C (-1.36136, 0.43293, 3.99292)  -0.16
C (-0.48782, 0.41243, 2.75156)  -0.21
O (-0.78526, 1.60133, 2.01367)  -0.15
C (-1.96409, 2.21405, 2.55968)  -0.20
H (-3.17270, 1.64796, 4.29447)  0.12
H (-3.24048, 0.51752, 2.93799)  0.12
H (-0.86899, 0.99902, 4.78676)  0.12
H (-1.58222, -0.56157, 4.37240)  0.09
H (-0.72616, -0.44989, 2.11463)  0.10
H (0.57720, 0.38652, 2.98737)  0.12
H (-1.65854, 3.11519, 3.09972)  0.12
H (-2.63185, 2.50621, 1.74882)  0.12
C (-3.72089, 2.10437, -6.90577)  -0.16
C (-4.99634, 2.69664, -6.31727)  -0.17
C (-5.05588, 2.02186, -4.95492)  -0.21
O (-3.69962, 1.78426, -4.55734)  -0.16
C (-2.83057, 2.00387, -5.67876)  -0.22
H (-3.28177, 2.70583, -7.69985)  0.12
H (-3.92301, 1.10760, -7.30496)  0.12
H (-4.88273, 3.77659, -6.19605)  0.11
H (-5.88490, 2.51390, -6.91947)  0.11
H (-5.56815, 1.05571, -5.01197)  0.12
H (-5.55394, 2.63399, -4.20208)  0.12
H (-2.28523, 2.94035, -5.50713)  0.12
H (-2.11324, 1.19334, -5.74625)  0.08
C (5.87620, 1.30548, 1.42312)  -0.16
C (5.99082, 1.66612, -0.05213)  -0.17
C (5.40254, 0.43357, -0.72013)  -0.22
O (4.42203, -0.09686, 0.18147)  -0.17
C (4.55898, 0.54820, 1.45964)  -0.19
H (5.88664, 2.16720, 2.08750)  0.12
H (6.69716, 0.64418, 1.70880)  0.12
H (5.37427, 2.54155, -0.26952)  0.12
H (7.00807, 1.87844, -0.37593)  0.12
H (6.16646, -0.33432, -0.88153)  0.12
H (4.92998, 0.66195, -1.68051)  0.10
H (3.71190, 1.22940, 1.58849)  0.12
H (4.52458, -0.20123, 2.25014)  0.12
C (-2.50209, -3.28123, 7.50063)  -0.17
C (-1.26294, -4.02722, 7.97940)  -0.17
C (-0.40313, -4.04150, 6.72448)  -0.20
O (-0.72414, -2.85003, 5.99517)  -0.15
C (-1.89855, -2.25435, 6.55588)  -0.22
H (-3.08209, -2.82967, 8.30387)  0.11
H (-3.15572, -3.96083, 6.94853)  0.12
H (-0.76651, -3.45601, 8.76730)  0.12
H (-1.47075, -5.02487, 8.36263)  0.11
H (-0.63899, -4.90285, 6.09062)  0.12
H (0.66475, -4.05557, 6.94486)  0.12
H (-1.59433, -1.35029, 7.09504)  0.12
H (-2.58057, -1.96790, 5.75384)  0.10

***

Density functional theory data (ωB97M-V with the def2-TZVPD basis set) for C22H42As2N6RuS as an isolated structure in a non-equilibrium geometry.

Computed properties:
spin multiplicity = 2
highest occupied orbital energy (spin up / spin down) = -16.3 / -16.7 eV
frontier orbital gap (spin up / spin down) = 7.898 / 7.437 eV
<S²> = 0.76
net charge = +3
energy above the lowest of the compared OMol25 structures with the same formula, charge and spin = 16.2 kcal/mol

Last column: Löwdin charge in e.
CARTESIAN COORDINATES (ANGSTROEM)
Ru (-0.53016, 0.45535, -0.06108)  0.76
N (-1.92813, -1.01967, -1.21984)  -0.06
C (-2.19263, -2.10404, -0.25976)  -0.20
C (-2.85309, -1.48790, 0.94803)  -0.13
N (-2.12062, -0.25493, 1.39675)  -0.23
C (-1.41329, -0.51463, 2.67402)  -0.17
C (-0.21023, -1.38922, 2.37938)  -0.17
N (0.65215, -0.69989, 1.38207)  -0.08
C (-3.08260, 0.87535, 1.46993)  -0.17
C (-3.39719, 1.38745, 0.07681)  -0.16
N (-2.13296, 1.76198, -0.63702)  -0.08
H (-2.80723, -0.65812, -1.57915)  0.09
H (-1.41507, -1.37635, -2.02057)  0.04
H (-1.22919, -2.53138, 0.00365)  0.07
H (-2.81222, -2.90054, -0.67842)  0.14
H (-2.91738, -2.20705, 1.76579)  0.14
H (-3.88048, -1.20859, 0.71238)  0.13
H (-2.07436, -0.97302, 3.41400)  0.15
H (-1.08417, 0.44007, 3.08598)  0.09
H (-0.52320, -2.33365, 1.93978)  0.10
H (0.34659, -1.62768, 3.28600)  0.14
H (1.25083, -1.37906, 0.91693)  0.03
H (1.27547, -0.06284, 1.86801)  0.05
H (-2.62931, 1.66690, 2.05222)  0.06
H (-4.00017, 0.58565, 1.98880)  0.15
H (-4.08226, 2.23478, 0.11260)  0.14
H (-3.89773, 0.61825, -0.50555)  0.11
H (-1.88511, 2.72340, -0.40535)  0.07
H (-2.30497, 1.78873, -1.64021)  0.12
C (-1.08208, 3.26615, 2.76728)  -0.24
As (0.09518, 2.42013, 1.46817)  1.15
C (1.66028, 2.23696, 2.60880)  -0.23
C (0.43360, 3.91410, 0.29114)  -0.42
C (0.31443, 5.24047, 0.69714)  -0.07
C (0.55657, 6.26004, -0.21435)  -0.02
C (0.91152, 5.96380, -1.52295)  -0.02
C (1.03774, 4.64221, -1.93300)  -0.07
C (0.80255, 3.62135, -1.02152)  -0.42
As (1.05307, 1.76293, -1.43092)  1.01
C (1.13975, 1.66779, -3.35848)  -0.25
C (2.90687, 1.45031, -0.95340)  -0.25
H (-0.48125, 4.03559, 3.25038)  0.05
H (-1.41053, 2.57145, 3.53701)  0.04
H (-1.94028, 3.73270, 2.28756)  0.06
H (2.01364, 3.24502, 2.82268)  0.06
H (2.46944, 1.67783, 2.14715)  0.02
H (1.37625, 1.75963, 3.54767)  0.05
H (0.03161, 5.50305, 1.70769)  0.11
H (0.46060, 7.29085, 0.09901)  0.13
H (1.09301, 6.76467, -2.22706)  0.13
H (1.32447, 4.42684, -2.95429)  0.11
H (2.02990, 2.21139, -3.67238)  0.05
H (0.25571, 2.10975, -3.81452)  0.05
H (1.22641, 0.62772, -3.65610)  0.00
H (3.51851, 2.22183, -1.42018)  0.06
H (3.20779, 0.47231, -1.32016)  0.01
H (3.04860, 1.49315, 0.12191)  0.01
C (1.99493, -5.82136, -3.48865)  0.03
C (1.68883, -5.07862, -2.23689)  -0.21
C (1.62896, -5.62400, -0.97827)  0.07
C (1.32954, -4.79185, 0.10168)  -0.25
N (1.10582, -3.47475, -0.05402)  0.10
C (1.17178, -2.95082, -1.26616)  -0.70
S (1.03689, -1.25301, -1.58825)  0.68
N (1.44595, -3.74806, -2.33625)  0.13
C (1.24694, -5.32377, 1.49098)  0.01
H (2.22360, -6.86048, -3.27084)  0.10
H (2.85014, -5.37365, -3.99835)  0.11
H (1.13919, -5.78725, -4.16623)  0.11
H (1.81772, -6.67712, -0.83383)  0.14
H (1.49831, -3.30336, -3.24595)  0.16
H (1.53959, -6.36830, 1.54714)  0.10
H (0.22121, -5.22909, 1.85475)  0.10
H (1.88597, -4.73388, 2.14865)  0.10